Here is the molecule C9H15NO3 at a distorted geometry from the Open Molecules 2025 dataset. Energies are from the ωB97M-V functional and the def2-TZVPD basis.

Cartesian coordinates (Å):
C1 -1.32490 1.44080 2.68528
C2 -0.97165 0.07635 2.07854
O1 -0.37463 0.46996 0.85175
C3 0.11532 -0.61471 0.12339
C4 -0.98395 -1.45933 -0.56965
C5 -0.34056 -1.22781 -1.89005
N1 0.18269 -2.45961 -2.62037
O2 -0.50262 -1.92502 -3.78612
C6 -1.06910 -0.88438 -3.13275
O3 -1.98758 -0.24903 -3.54756
C7 0.62566 -0.21399 -1.27389
C8 0.14662 1.18909 -1.61050
C9 2.10917 -0.37566 -1.48932
H1 -0.35912 1.99802 2.96946
H2 -1.83435 2.03100 1.91142
H3 -1.87644 1.58306 3.62374
H4 -1.83499 -0.44814 1.85265
H5 -0.27889 -0.47428 2.58387
H6 0.73864 -1.29611 0.68587
H7 -1.19034 -2.45424 -0.06734
H8 -2.04268 -1.01665 -0.48764
H9 1.16279 -2.63900 -2.68264
H10 0.32447 1.49776 -2.61497
H11 0.60585 1.95686 -0.88903
H12 -1.03188 1.35918 -1.43815
H13 2.46169 -0.29836 -2.54326
H14 2.30819 -1.49466 -1.33343
H15 2.81384 0.17644 -0.88925

Summary:
* frontier orbital gap: 0.3784 Ha
* energy above the lowest of the compared OMol25 structures with the same formula, charge and spin: 129.87 kcal/mol
* E_HOMO: -9.58 eV
* SMILES string: CCO[C@H]1C[C@]2(NOC2=O)C1(C)C
* calculated total energy: -632.25990 Eh

Computed natural (NBO) charges, given in elementary charges: -0.632 -0.058 -0.531 0.110 -0.443 -0.033 -0.324 -0.352 0.770 -0.534 -0.070 -0.619 -0.606 0.209 0.222 0.219 0.165 0.167 0.172 0.241 0.238 0.358 0.218 0.232 0.236 0.220 0.190 0.236

Here is C21H29ClN4OS as an isolated structure at a distorted geometry from the Open Molecules 2025 dataset. Energies are from the ωB97M-V functional and the def2-TZVPD basis.

Cartesian coordinates (Å):
C1 3.45520 -2.52391 5.01879
H1 3.82982 -2.09062 5.94276
H2 2.87959 -3.33432 4.98324
H3 4.42892 -2.72993 4.40080
C2 2.94169 -1.27723 4.41959
N1 2.53053 -1.70143 3.03882
C3 2.04046 -0.54355 2.41980
C4 2.10508 -0.77211 0.66943
N2 1.09547 -1.83842 0.48352
C5 0.67442 -1.97273 -0.84631
C6 -0.77790 -2.75846 -1.16696
H4 -0.84867 -2.82777 -2.17196
C7 -1.64092 -1.60064 -0.22706
N3 -1.99367 -0.47139 -1.04042
C8 -1.53322 0.74262 -0.33658
S1 -1.35860 0.66178 1.40270
N4 -1.71200 1.93255 -0.92893
C9 -1.68330 3.15365 -0.61198
C10 -1.19359 4.15176 -1.80742
C11 -1.25195 5.37028 -1.36705
C12 -1.47311 5.88515 -0.15766
C13 -2.15552 4.82602 0.82735
C14 -2.15389 3.58604 0.45640
H5 -2.58865 2.84957 1.31873
H6 -2.20439 5.35396 1.52893
Cl1 -1.55747 7.65706 0.15649
H7 -0.74881 6.23788 -1.96764
H8 -0.87781 3.70439 -2.78487
H9 -1.60337 1.61873 -1.96758
C15 -2.63420 -0.39691 -2.23046
C16 -1.64256 -0.10738 -3.53880
C17 -1.56172 0.97605 -4.32594
C18 -0.62563 0.78369 -5.21303
C19 0.09822 -0.30436 -4.63995
O1 -0.57635 -0.87431 -3.62387
H10 0.81569 -0.92618 -5.26973
H11 -0.16223 1.47010 -6.07683
H12 -2.66427 1.66515 -4.27113
H13 -3.41520 0.25209 -2.30700
H14 -3.04825 -1.60650 -2.47799
H15 -1.59815 -1.48531 0.78990
H16 -2.92392 -2.44892 -0.23470
H17 -0.76180 -3.67533 -0.48768
H18 0.72913 -1.04797 -1.23093
H19 1.48993 -2.79110 -1.41273
C20 1.37412 -2.83974 1.21782
C21 1.49189 -2.60224 2.79260
H20 1.79229 -3.45208 3.32386
H21 0.60869 -2.38904 2.96863
H22 0.65042 -3.94018 1.07932
H23 2.40079 -3.36183 0.77286
H24 1.69596 0.14937 0.15047
H25 2.97866 -0.91981 0.17335
H26 2.78509 0.36270 2.45234
H27 1.02058 -0.00349 2.64553
H28 1.60315 -1.29727 4.86203
H29 3.45534 -0.47811 4.42714

Summary:
* frontier orbital gap: 0.2647 Ha
* energy above the lowest of the compared OMol25 structures with the same formula, charge and spin: 484.99 kcal/mol
* E_HOMO: -7.62 eV
* calculated total energy: -1969.47856 Eh

Computed natural (NBO) charges, given in elementary charges: -0.623 0.217 0.209 0.199 -0.086 -0.473 -0.226 -0.197 -0.529 -0.160 -0.409 0.215 -0.109 -0.516 0.337 -0.269 -0.600 0.198 -0.214 -0.298 -0.029 -0.089 -0.282 0.260 0.179 -0.019 0.217 0.235 0.418 -0.217 0.257 -0.338 -0.312 0.064 -0.395 0.213 0.254 0.231 0.211 0.243 0.257 0.092 0.225 0.187 0.116 -0.123 -0.226 0.193 0.167 0.183 0.115 0.188 0.179 0.189 0.216 0.093 0.179